[1]
Molecular formula: C18H16N2O7
Method: DFT, the ωB97M-V functional and the def2-TZVPD basis

Structure (XYZ):
```
43
Properties=species:S:1:pos:R:3:forces:R:3:mulliken_charge:R:1
O 2.29562 0.41231 2.00411 -0.06 0.36 -0.11 -0.54
O -3.40487 2.01362 1.34542 -0.42 -0.20 0.07 -0.44
O 1.93595 -2.55183 0.05104 0.23 -0.16 0.16 -0.66
O 1.06240 -2.05422 -1.84334 0.00 -0.02 -0.26 -0.63
O -4.68018 -0.97973 -1.16127 -0.21 -0.20 0.01 -0.63
O 4.35830 0.70412 0.05612 -0.38 0.05 0.25 -0.40
O -1.39064 2.96163 1.14129 0.03 -0.10 -0.06 -0.58
N -3.37245 0.85403 -0.98498 -0.02 0.47 -0.32 -0.14
N 0.99426 -2.23516 -0.64640 0.59 -0.03 -0.35 1.23
C -2.64236 -1.40363 1.25012 -0.03 0.00 -0.18 -0.36
C 0.74551 0.98029 0.38004 0.26 0.01 -0.15 -0.17
C 1.32116 1.37282 -1.90748 -0.33 0.05 0.23 -1.37
C -1.05365 1.24285 -1.29441 -0.74 0.39 0.32 -0.05
C -2.51748 -1.19715 -0.12055 -0.02 -0.41 0.24 0.10
C 3.05975 0.88757 -0.29701 -0.18 0.03 0.02 1.10
C -2.22591 2.20537 0.71538 0.24 0.45 0.45 0.27
C 2.07210 0.75264 0.70613 -0.10 -0.03 -0.18 -0.30
C 0.33816 1.28098 -0.92126 0.78 0.06 0.11 0.65
C -1.34164 -1.55408 -0.76031 0.19 -0.31 0.08 0.40
C 2.65172 1.20229 -1.59136 0.29 -0.03 0.09 -0.30
C 3.38094 -0.43752 2.32872 0.30 -0.28 0.20 -0.71
C -0.27517 -2.02326 -0.00322 -1.27 0.16 0.57 -0.41
C -3.63684 -0.47383 -0.82550 0.20 -0.11 0.02 -0.10
C -1.59140 -1.93202 1.98477 -0.01 0.04 -0.06 -0.82
C -2.16036 1.44349 -0.54319 0.26 0.04 -0.67 -0.10
C 5.34429 0.68762 -0.94960 0.18 0.00 -0.18 -1.00
C -0.38807 -2.21662 1.36838 0.21 -0.06 -0.21 -0.43
H -1.22464 -1.45650 -1.82793 0.03 0.10 -0.03 0.69
H -1.70335 -2.09131 3.04586 0.01 -0.01 0.09 0.40
H 5.43893 1.66310 -1.43644 -0.02 -0.05 0.01 0.36
H 3.41830 -1.29941 1.65793 0.02 0.06 0.04 0.26
H -3.43989 2.56550 2.14165 0.27 0.04 -0.16 0.40
H 5.13672 -0.08084 -1.69973 -0.01 0.03 0.02 0.40
H -1.23385 0.86850 -2.29682 -0.13 -0.07 0.02 0.49
H 1.04120 1.58714 -2.92714 -0.04 -0.03 -0.15 0.43
H 6.27574 0.45030 -0.43785 -0.04 0.03 -0.09 0.26
H 3.38550 1.29917 -2.37468 0.10 -0.01 -0.04 0.43
H -3.56590 -1.13363 1.73973 -0.09 0.04 0.06 0.49
H -4.16230 1.44066 -1.22199 0.00 -0.15 0.03 0.27
H 0.02021 0.86043 1.16736 -0.05 -0.07 0.12 0.50
H 4.33457 0.09189 2.30102 -0.12 -0.08 0.04 0.25
H 3.18183 -0.77522 3.34552 0.02 -0.02 -0.06 0.30
H 0.46409 -2.57256 1.92595 0.03 -0.01 0.02 0.49
```
Forces are in eV/Å.

SMILES string ... COc1ccc(/C=C(/NC(=O)c2cccc([N+](=O)[O-])c2)C(=O)O)cc1OC
HOMO energy ... -8.21 eV

***

[2]
Molecular formula: C18H16N6O2S
Method: DFT, the ωB97M-V functional and the def2-TZVPD basis

Structure (XYZ):
```
43
Properties=species:S:1:pos:R:3:forces:R:3:mulliken_charge:R:1
S -4.62108 -0.87602 -0.35716 0.15 0.05 0.25 1.01
O -4.80142 -2.08874 -1.09188 0.24 -0.22 0.02 -0.65
O -5.64406 0.12198 -0.40762 0.12 0.19 0.17 -0.63
N 4.97144 1.69417 -0.18581 0.07 1.31 -0.06 -0.89
N 1.85323 -3.26899 0.25491 -0.39 -0.37 0.06 -0.62
N 2.90585 0.92539 -0.04838 1.19 0.77 -0.13 0.59
N -3.18452 -0.23703 -0.94157 -0.72 -0.71 -0.15 -0.27
N 1.58585 0.92687 0.01559 -1.03 -0.17 0.09 -0.89
N 5.01286 0.37489 -0.14492 -0.10 -1.05 0.06 -0.31
C -4.25672 -1.25928 1.38215 -0.03 0.11 -0.86 -0.37
C -2.58995 2.96167 0.76077 0.01 -0.04 0.01 -0.87
C 3.06318 3.31116 -0.14666 -0.45 0.04 0.05 -0.71
C -1.14431 0.94450 -0.45347 -0.14 0.03 -0.03 -0.41
C -3.11830 -2.25027 1.44073 0.09 -0.13 0.02 -1.02
C 3.70779 2.06145 -0.13018 -0.11 -0.51 0.03 0.54
C 4.48499 -2.47119 -0.11876 -0.22 0.07 0.02 -0.51
C -1.21064 3.05706 0.69586 0.17 -0.08 -0.08 -0.90
C 2.82407 -4.15854 0.12981 0.18 -0.15 -0.02 -0.31
C 3.78999 -0.11684 -0.06095 -0.05 0.32 0.00 0.29
C 2.16287 -1.98791 0.19708 0.13 0.39 0.00 -0.32
C 0.98595 2.08757 0.00943 0.68 -0.25 0.00 0.38
C 1.70301 3.32012 -0.07269 0.49 0.13 -0.03 -0.61
C -0.47912 2.04464 0.08012 -0.58 -0.07 0.00 0.61
C -2.53003 0.85329 -0.38960 0.18 0.73 0.47 0.34
C 3.46634 -1.52275 0.00564 -0.18 -0.62 0.02 0.70
C 4.15630 -3.81145 -0.05445 -0.04 0.12 0.00 -0.43
C -3.25508 1.87622 0.22205 0.06 0.07 0.01 -0.39
H -0.70875 3.90036 1.14399 0.06 0.09 0.03 0.43
H -4.33031 1.81085 0.25026 -0.08 0.11 0.02 0.63
H 3.65692 4.20705 -0.22286 0.03 0.11 -0.01 0.47
H 1.33939 -1.29708 0.31228 0.09 0.00 -0.01 0.71
H -2.18000 -1.78375 1.14909 0.11 0.00 0.01 0.14
H -3.32750 -3.07335 0.76119 0.09 -0.13 0.04 0.32
H -3.15682 3.74718 1.23705 -0.06 0.06 0.04 0.40
H -0.57136 0.16497 -0.93262 0.06 -0.11 -0.04 0.36
H 4.91442 -4.57346 -0.14640 0.05 -0.07 -0.01 0.40
H -2.60338 -0.93649 -1.37530 -0.03 -0.17 -0.05 0.29
H 1.15284 4.24586 -0.10345 -0.03 0.09 0.00 0.42
H -4.03338 -0.31396 1.86780 -0.05 0.12 0.07 0.37
H 2.51590 -5.19445 0.18207 0.08 -0.11 -0.01 0.37
H -5.18145 -1.66845 1.77886 -0.17 0.05 -0.02 0.45
H -3.00163 -2.64888 2.44608 0.00 0.01 0.05 0.38
H 5.50011 -2.13480 -0.26179 0.10 0.00 -0.01 0.49
```
Forces are in eV/Å.

SMILES string ... CCS(=O)(=O)Nc1cccc(-c2ccc3nnc(-c4cccnc4)n3n2)c1
HOMO energy ... -8.66 eV

***

[3]
Molecular formula: C18H16N8S3SbSe3TeTi
Method: DFT, the ωB97M-V functional and the def2-TZVPD basis

Structure (XYZ):
```
51
Properties=species:S:1:pos:R:3:forces:R:3:mulliken_charge:R:1
Te 0.11196 0.64832 -4.50424 -0.04 0.05 -0.06 -0.53
Sb 0.71150 -2.17764 2.71401 0.00 0.18 -0.16 0.26
Se 1.20048 -2.87363 -3.17615 -0.07 0.07 0.10 -0.03
Se 2.07770 -2.46992 -5.15719 0.10 -0.02 -0.11 -0.39
Se -0.44609 -1.10980 -2.86992 0.09 -0.01 0.27 -0.19
Ti -0.31294 -0.41897 0.03457 0.39 0.46 -0.06 1.03
S 2.92251 -1.62410 3.14145 0.07 -0.04 -0.01 -0.79
S 0.69304 -2.64083 0.26206 -0.25 0.01 -0.04 -0.62
S -0.43967 -0.01935 2.42061 0.08 -0.21 0.00 -0.59
N -2.12399 0.76410 -0.75652 -0.29 -0.11 -0.20 0.66
N -4.50218 -3.49507 0.90824 0.00 -0.03 0.00 -0.69
N 2.04347 0.17361 -0.00647 -0.12 0.13 0.30 0.39
N 1.29465 2.36769 0.31889 0.10 -0.12 0.09 -1.13
N 0.11061 1.80576 -0.03284 0.14 -0.48 -0.09 0.87
N 4.32943 -0.24823 0.31687 0.03 -0.04 -0.21 0.17
N -2.30563 -1.88438 0.37850 0.19 0.22 0.09 0.91
N -3.75858 -5.04040 -0.66090 -0.01 -0.02 -0.04 -0.55
C 3.84269 3.23869 1.25436 0.00 0.03 0.00 -0.23
C 6.14359 2.66201 1.63870 0.00 -0.02 -0.01 -0.33
C 5.11274 3.59848 1.66704 0.01 -0.01 0.00 -0.76
C 2.25370 1.51332 0.35833 -0.03 -0.01 -0.04 -0.11
C -3.58182 -3.84664 0.02497 0.03 0.07 0.05 0.43
C -2.10224 2.13302 -0.57657 -0.04 -0.07 0.00 0.54
C 3.05895 -0.61855 0.03499 -0.12 -0.03 -0.01 -0.66
C -4.34407 2.38690 -1.41995 0.02 -0.05 -0.02 -0.29
C 5.90263 1.37500 1.19397 -0.01 0.01 -0.01 -0.80
C -3.21630 0.27438 -1.38053 0.11 -0.04 0.07 -0.35
C -3.22991 -1.50920 1.26977 -0.08 -0.06 -0.03 -0.38
C 3.58205 1.94850 0.80045 -0.02 0.00 -0.08 0.71
C -4.32515 1.00228 -1.72069 -0.05 0.04 -0.01 -1.04
C -3.23027 2.93940 -0.86634 0.01 0.02 0.02 -1.01
C -0.87779 2.65722 -0.16464 -0.06 0.12 -0.03 -0.87
C -2.47009 -3.03347 -0.23794 -0.01 -0.04 -0.08 -0.35
C 4.62338 1.02416 0.77231 0.00 0.05 0.09 -0.15
C -4.31371 -2.32241 1.52175 -0.01 0.02 0.01 -0.51
H -4.34931 -5.69227 -0.16964 0.00 0.00 0.00 0.26
H -3.18640 -0.77602 -1.63424 0.02 -0.06 0.06 0.46
H 2.90219 -1.66717 -0.18477 -0.04 0.00 0.04 0.32
H 6.69359 0.63445 1.17800 0.00 0.00 0.00 0.35
H -5.20712 2.99762 -1.65632 -0.01 -0.01 0.00 0.38
H 3.02066 3.94100 1.27562 0.00 0.00 0.01 0.46
H -0.71069 3.71484 0.00605 -0.05 0.02 -0.01 0.26
H 7.13753 2.93565 1.97126 0.00 0.00 0.00 0.37
H 4.98988 -0.98809 0.47948 -0.04 -0.04 0.10 0.29
H 5.30333 4.60428 2.02009 0.00 0.00 0.00 0.37
H -1.69051 -3.33789 -0.92653 -0.02 -0.01 0.00 0.05
H -2.91023 -5.45186 -1.01669 0.00 0.00 0.01 0.25
H -3.05397 -0.57596 1.78621 -0.01 -0.01 0.00 0.43
H -5.14884 0.51240 -2.22063 -0.01 0.02 -0.01 0.38
H -3.16522 4.00132 -0.66143 0.00 0.00 0.01 0.37
H -5.05951 -2.03259 2.25260 0.00 0.00 0.00 0.36
```
Forces are in eV/Å.

Multiplicity ... 4
Expectation value of S² ... 3.79
Net charge ... -2
HOMO energy (spin up / spin down) ... -0.58 / -1.40 eV

***

[4]
Molecular formula: C18H17AsN2O2S5Tc
Method: DFT, the ωB97M-V functional and the def2-TZVPD basis

Structure (XYZ):
```
46
Properties=species:S:1:pos:R:3:forces:R:3:mulliken_charge:R:1
Tc 0.73402 0.06626 -0.35129 -0.05 0.27 0.07 0.90
As -0.45424 3.65410 -4.68290 0.00 -0.01 -0.02 0.38
S 0.89667 0.53951 -2.49450 -0.15 -0.15 0.24 0.13
S -1.03234 0.63700 -3.14442 0.12 0.00 0.00 0.11
S -0.05746 3.86895 -2.72536 0.00 0.01 -0.01 -0.17
S -0.87422 1.42381 -5.01337 -0.01 0.03 0.01 -0.23
S -0.55500 -1.66350 -0.36886 -0.06 -0.11 0.02 -0.20
O -0.32317 1.60294 0.01575 0.10 0.00 -0.06 -0.70
O 2.53245 -0.54367 -0.14421 0.27 -0.11 -0.15 -0.58
N 0.80708 0.33010 1.71346 -0.19 -0.07 -0.11 0.39
N -0.15081 1.17505 2.23355 -0.01 -0.03 -0.03 -0.88
C 0.95539 -2.87477 -2.38638 -0.03 -0.03 0.04 -0.29
C -1.35608 -3.54292 -2.10957 -0.01 0.04 0.01 -0.67
C 2.69887 -1.04344 2.15481 -0.03 0.02 -0.07 -1.23
C -1.22295 -4.42781 -3.16423 0.01 -0.01 -0.02 -0.55
C 4.27715 -2.02102 0.46230 0.02 0.00 0.01 -1.39
C -0.26897 -2.75367 -1.73405 -0.04 0.00 -0.10 0.99
C -3.92775 4.52502 1.86298 0.00 0.00 0.00 -0.39
C -2.36017 3.44826 0.39635 -0.01 -0.02 -0.01 -0.13
C 1.07507 -3.76737 -3.44114 0.00 0.01 0.01 -0.70
C -0.01040 -4.53613 -3.83401 -0.01 -0.01 0.00 -0.45
C 3.11215 -1.16958 0.85890 -0.10 0.12 0.09 0.75
C -3.39965 4.34295 0.59329 0.00 0.00 0.00 -0.68
C -0.74294 1.79416 1.27556 0.01 -0.01 0.03 0.95
C -2.38115 2.91721 2.75404 0.02 0.01 0.00 -0.40
C 1.40285 -0.02174 4.04761 0.00 0.00 0.01 -1.31
C 1.61606 -0.23870 2.58531 0.12 0.00 -0.01 1.21
C -3.41927 3.81089 2.94171 0.00 0.00 0.00 -0.65
C -1.84692 2.73737 1.47853 0.01 -0.01 -0.01 0.44
H 4.49961 -1.88455 -0.59264 0.00 0.01 0.00 0.34
H -1.97679 2.35667 3.58547 0.00 0.00 0.00 0.46
H -1.94487 3.29740 -0.59132 -0.01 0.00 0.03 0.14
H 5.15740 -1.76046 1.04920 0.00 -0.01 0.01 0.44
H 0.35982 -0.18788 4.31001 0.00 -0.01 0.00 0.35
H -2.29952 -3.45023 -1.58657 0.00 0.00 0.00 0.41
H 2.02370 -3.86550 -3.95167 0.00 0.00 0.00 0.40
H -2.06738 -5.03226 -3.46595 0.00 0.00 0.00 0.39
H 3.26654 -1.55757 2.91616 0.01 0.00 -0.01 0.39
H 0.08975 -5.22980 -4.65779 0.00 0.00 0.00 0.40
H -3.83534 3.95283 3.92987 0.00 0.00 0.00 0.40
H -4.73937 5.22429 2.01459 0.00 0.00 0.00 0.40
H 4.05181 -3.07220 0.64753 0.00 0.00 0.00 0.32
H 1.81241 -2.30034 -2.06546 0.02 0.05 0.01 0.42
H -3.79719 4.89902 -0.24504 0.00 0.00 0.00 0.42
H 1.62656 1.01685 4.29691 -0.01 0.00 0.00 0.32
H 2.04857 -0.67549 4.62681 0.00 0.01 0.00 0.39
```
Forces are in eV/Å.

Net charge ... +1
HOMO energy (spin up / spin down) ... -11.23 / -11.23 eV